DFT (ωB97M-V/def2-TZVPD) results for a single C4H7NO molecule.

```
13
Properties=species:S:1:pos:R:3:mulliken_charge:R:1
C 0.67837 0.62544 0.76993 -0.394
C 0.55460 0.96013 -0.72543 -0.429
O 0.41629 -0.22837 -1.51204 -0.344
C -0.49574 -1.11710 -1.06310 -0.163
N -0.90317 -1.06496 0.19020 -0.108
C -0.44751 -0.23565 1.17800 -0.574
H 1.64161 0.11026 0.92122 0.195
H 0.70504 1.54088 1.36649 0.328
H -0.32422 1.58956 -0.89258 0.284
H 1.44422 1.45613 -1.11725 0.273
H -0.82145 -1.85380 -1.78549 0.393
H -1.25407 -1.87927 0.66727 0.268
H -1.20405 0.02418 1.90744 0.271
```

Results
total charge = 0
frontier orbital gap (alpha / beta) = 7.036 / 7.037 eV

***

DFT (ωB97M-V/def2-TZVPD) results for 2 unconnected molecules or ions with the total composition H5PSi.

```
7
Properties=species:S:1:pos:R:3:mulliken_charge:R:1
Si -0.32610 2.78542 -0.55376 0.106
P 0.87681 -3.19222 0.71537 -0.069
H -1.56922 2.14613 -0.85205 -0.044
H 0.68723 1.90872 0.01847 -0.041
H -0.25227 4.29309 -0.55554 -0.021
H -0.45060 -3.36677 0.41886 0.031
H 1.03414 -4.57436 0.80865 0.039
```

Results
total charge = 0
frontier orbital gap (alpha / beta) = 8.652 / 6.037 eV

***

DFT (ωB97M-V/def2-TZVPD) results for a single CH3F3N2O molecule.

```
10
Properties=species:S:1:pos:R:3:mulliken_charge:R:1
C 1.60021 0.20899 0.25675 -0.472
O 0.56063 0.27449 -0.71079 -0.223
N -0.56036 -0.50280 -0.16388 0.150
F -0.93698 -1.51032 -1.18953 -0.240
N -1.50742 0.34002 0.17392 0.349
F -2.40239 0.84336 -0.75357 -0.165
F -2.41178 -0.36523 1.04053 -0.196
H 2.28022 1.11176 0.10445 0.217
H 2.23151 -0.59236 0.06183 0.268
H 1.14636 0.19209 1.18029 0.311
```

Results
total charge = 0
SMILES string = CON(F)N(F)F
frontier orbital gap = 12.011 eV

***

DFT (ωB97M-V/def2-TZVPD) results for a molecular structure, C18H17ClNO6RhS.

```
45
Properties=species:S:1:pos:R:3:mulliken_spin:R:1
Rh 0.62649 -1.36284 -0.36100 2.544
O 3.27486 3.31064 2.79698 -0.002
C 2.70343 2.31800 2.07471 -0.010
C 2.47686 2.43132 0.70436 0.011
C 1.89431 1.36151 0.05718 0.026
N 1.55042 0.27109 0.72354 0.123
C 1.77397 0.13834 2.02391 0.007
C 2.35215 1.15317 2.75563 0.012
C 1.32778 -1.20447 2.58269 0.001
O 1.30771 -1.36418 3.79076 0.013
O 0.97948 -2.05219 1.67229 0.116
C 1.62033 1.29049 -1.43531 -0.024
O 1.77012 2.29307 -2.11284 0.010
O 1.25026 0.12156 -1.83567 0.128
H 3.48074 4.05162 2.21784 -0.001
H 2.74282 3.31155 0.13157 0.000
H 2.52874 1.03266 3.81501 0.000
O -1.35020 -0.33432 0.34469 0.022
S -1.71588 -0.37957 1.82560 0.009
C -3.49132 -0.06489 1.85946 0.003
C -3.66183 1.44512 1.75461 0.000
C -2.64541 2.00790 2.74528 0.001
C -1.32970 1.28662 2.45213 -0.003
H -3.85911 -0.45212 2.81265 0.001
H -3.91694 -0.64814 1.04460 0.000
H -4.68215 1.75657 1.97648 0.000
H -3.42094 1.76836 0.73976 0.000
H -2.96850 1.79140 3.76608 0.000
H -2.52688 3.08771 2.66020 0.000
H -0.66011 1.19356 3.30591 0.000
H -0.78681 1.73111 1.61507 -0.001
Cl 2.04640 -3.31176 -1.49921 0.056
C 1.15181 -2.71496 -2.88075 0.189
C 1.84797 -2.39420 -4.01838 -0.094
C 1.18703 -1.76583 -5.06647 0.230
C -0.16942 -1.44597 -4.95061 -0.083
C -0.86235 -1.77091 -3.81624 0.216
C -0.24143 -2.44700 -2.72358 -0.068
C -0.99101 -2.80120 -1.59541 0.560
H 2.90843 -2.59697 -4.07114 -0.001
H 1.73645 -1.49803 -5.95847 0.014
H -0.67223 -0.93215 -5.75878 -0.002
H -1.91179 -1.52281 -3.72270 0.003
H -0.63112 -3.52514 -0.87079 -0.019
H -2.04343 -2.56375 -1.57163 0.011
```

Results
⟨S²⟩ = 6.05
total charge = 0
frontier orbital gap (alpha / beta) = 7.914 / 7.204 eV
multiplicity = 5

***

DFT (ωB97M-V/def2-TZVPD) results for a molecular structure, C10H16Br24IO3P2.

```
56
Properties=species:S:1:pos:R:3:mulliken_charge:R:1
O 1.86143 1.63185 1.87908 -0.300
P 1.87782 -0.09623 1.53871 -0.005
I -0.48754 -0.90930 1.66472 -0.139
C 2.41079 -0.28066 -0.28417 0.250
C 4.01642 -0.57760 -0.43888 -0.289
O 4.33132 -0.10699 -1.82648 -0.359
P 3.54718 1.47057 -1.96753 0.034
O 2.23690 1.07024 -0.84261 -0.064
H 2.59077 1.83189 2.56410 0.160
H 1.81709 -0.97329 -1.01851 0.176
H 4.46975 0.15517 0.38683 -0.026
H 4.43898 -1.65714 -0.27875 0.199
H 4.64312 1.73637 -2.90854 -0.087
H 2.72931 1.15701 -3.11797 -0.312
H 3.14407 2.86841 -2.09709 -0.026
H 4.49145 1.92654 -0.97576 -0.093
C 5.83326 2.09607 4.30371 -0.429
Br 4.99621 0.99307 2.93732 0.150
Br 4.55264 3.28416 5.15965 0.008
Br 6.80682 1.02430 5.60289 -0.041
H 6.56838 2.72995 3.79694 0.396
C -1.81125 2.42426 -1.35981 -0.402
Br -0.38211 1.94113 -0.13163 0.061
Br -2.75274 0.85809 -2.02681 -0.060
Br -3.03016 3.72270 -0.57706 0.003
H -1.34141 2.90673 -2.22323 0.365
C -2.94189 -4.30872 -0.11949 -0.376
Br -2.92783 -2.78348 -1.32686 0.054
Br -3.36552 -3.78368 1.70508 -0.020
Br -4.11411 -5.72479 -0.75590 0.006
H -1.92561 -4.71622 -0.10721 0.354
C 4.42330 -1.38390 -5.55140 -0.323
Br 4.43460 -2.98218 -4.44250 -0.044
Br 2.74554 -0.41084 -5.40160 -0.024
Br 5.95679 -0.24234 -5.19135 -0.032
H 4.50880 -1.71566 -6.59142 0.332
C -5.81676 6.64698 -1.14726 -0.366
Br -5.71158 5.83661 0.61810 -0.035
Br -4.26321 7.75360 -1.52945 -0.002
Br -6.11894 5.31903 -2.53637 0.002
H -6.68837 7.30978 -1.14346 0.359
C -4.87798 -9.32230 1.22433 -0.160
Br -4.16324 -8.30639 2.72144 0.015
Br -4.25702 -11.16578 1.23830 -0.031
Br -6.81822 -9.21270 1.13580 -0.045
H -4.48960 -8.86096 0.31035 0.185
C 3.80426 7.59618 6.56806 -0.317
Br 5.72008 7.38989 6.83514 -0.017
Br 3.40051 8.51443 4.90133 -0.002
Br 2.86748 5.89662 6.70346 -0.031
H 3.43463 8.23065 7.38037 0.339
C -8.00551 -5.38136 -2.74922 -0.314
Br -7.68094 -3.54094 -2.20903 0.012
Br -7.45347 -6.64620 -1.37823 0.019
Br -9.85277 -5.66157 -3.29099 -0.055
H -7.38193 -5.57108 -3.62909 0.344
```

Results
total charge = -1
frontier orbital gap = 5.168 eV

***

DFT (ωB97M-V/def2-TZVPD) results for 2 unconnected molecules or ions with the total composition C8H15N3.

```
26
Properties=species:S:1:pos:R:3:mulliken_charge:R:1
C 1.58777 -1.87684 -1.39014 -0.383
C 0.86638 -2.11025 -0.18487 -0.254
C 0.62590 -1.72221 -2.34489 -0.513
C -0.46660 -1.88512 -0.38768 -0.962
C 1.39297 0.73825 1.65619 -1.761
C -0.84913 1.78861 2.09359 -1.465
C -0.29498 1.09793 -0.22667 -0.619
C -0.08093 0.79242 1.25811 1.121
N -0.63782 -1.71465 -1.79521 -0.128
N -1.90714 1.03040 -2.03297 -1.200
N -1.45375 0.96610 -0.80761 0.518
H 2.68505 -1.93744 -1.54641 0.367
H 1.34072 -2.36735 0.71763 0.617
H 0.83067 -1.47893 -3.43368 0.321
H 1.92334 0.00406 1.11930 0.401
H 1.89984 1.74539 1.51026 0.370
H 1.33398 0.61028 2.74437 0.419
H -1.15899 1.43414 2.98001 0.458
H -1.65337 2.31131 1.45573 0.328
H -0.15276 2.62492 2.28295 0.312
H 0.57177 1.21078 -0.80327 0.436
H -0.43824 -0.19871 1.64725 0.019
H -1.44744 -1.14709 -2.18171 0.386
H -1.12942 -1.78861 0.41753 0.587
H -1.16010 1.24508 -2.65482 0.253
H -2.22773 0.62752 -0.09299 0.373
```

Results
total charge = 0
frontier orbital gap = 8.533 eV

***

no.,largest force on an atom (hartree/bohr)
1,0.0289
2,0.0215
3,0.0617
4,0.0185
5,0.0816
6,0.1043